The molecule C2H5IO2. Source: the OMol25 dataset; level of theory: ωB97M-V/def2-TZVPD.

- net charge = 0
- HOMO level (eV) = -10.1
- energy relative to the best compared isomer or geometry (same formula, charge and spin) (kJ/mol) = 254.28
- SMILES = CO[C@H](O)I

Geometry as XYZ:
```
10
C2H5IO2 (ωB97M-V/def2-TZVPD)
C 1.33835 0.57842 -0.22593
C -0.84129 0.04677 0.21409
O -0.65307 -1.67525 -0.06856
O 0.03628 0.78291 -0.55227
I -2.89547 0.54244 -0.05407
H 1.73360 1.68861 -0.03114
H 1.94366 -0.05013 -0.99955
H 1.48058 0.09377 0.74637
H -0.63977 -0.14889 1.35418
H -1.50288 -1.85864 -0.38311
```



A structure of composition C10H11BaClIN2O3PS2. Source: the OMol25 dataset; level of theory: ωB97M-V/def2-TZVPD.

- net charge = +2
- HOMO level (eV) = -12.2

Geometry as XYZ:
```
32
C10H11BaClIN2O3PS2 (ωB97M-V/def2-TZVPD)
O 3.03806 1.45274 2.46074
S 2.44715 0.21605 1.82261
O 0.95027 0.33066 1.80460
Cl 3.15483 -1.41855 2.93262
C 3.22207 0.05902 0.14486
C 2.21509 -0.39509 -1.02873
C 1.30116 -1.67073 -0.69262
C -0.10285 -1.62361 -1.53182
C -0.96609 -0.41457 -0.92821
C -1.74014 -0.65722 0.44308
C -2.53206 0.57934 0.99756
P -3.45706 0.39063 2.65043
O -4.50379 -0.96869 2.53110
I -1.80749 -0.21089 4.42660
C -2.54439 1.94595 0.21915
N -3.18338 3.20364 0.53997
S -2.83629 4.36054 -0.68928
N -1.87322 3.47884 -1.81350
C -1.80390 2.20376 -1.15118
C -1.02582 0.94614 -1.68155
H 3.59749 1.12036 -0.13574
H 4.16371 -0.60189 0.14582
H 2.89484 -0.71166 -1.93549
H 1.62775 0.52477 -1.40421
H 1.82381 -2.65011 -1.03084
H 1.03226 -1.79792 0.40935
H 0.07241 -1.54819 -2.66949
H -0.67783 -2.58560 -1.31024
H -1.70252 -1.67418 0.96536
H -4.11045 -1.55442 1.84291
H -0.45822 1.01885 -2.68503
Ba 3.78461 -1.34802 -3.64879
```



| no. | LUMO level (eV) |
| --- | --- |
| 1 | 0.133 |
| 2 | -9.458 |